Here is the molecule C5H11N in a non-equilibrium geometry from OMol25. Energies are from the ωB97M-V functional and the def2-TZVPD basis.

Geometry as ORCA input:
```
! wB97M-V def2-TZVPD RIJCOSX def2/J DEFGRID3
* xyz 0 1
C -1.73 -0.07 -1.23
N -0.80 -0.20 -0.13
C 0.26 -1.16 -0.12
C 1.54 -0.45 0.32
C 0.95 0.68 1.21
C -0.28 1.09 0.39
H -1.21 -0.27 -2.18
H -2.22 0.90 -1.18
H -2.50 -0.84 -1.15
H 0.43 -1.76 -1.03
H 0.10 -2.00 0.57
H 2.08 -0.09 -0.55
H 2.16 -1.05 0.98
H 0.72 0.38 2.23
H 1.55 1.59 1.35
H -1.07 1.55 0.98
H 0.01 1.71 -0.46
*
```

As for the strongest force on any atom: 2.3 eV/A. The SMILES is CN1CCCC1. Its energy above the lowest of the compared OMol25 structures with the same formula, charge and spin is 0.822 eV. The calculation puts the orbital gap at 9.0 eV. For the total energy, the calculation gives -6852.70698 eV.

Here is a cluster of 11 separate species, C11H44N8O11 in total in a non-equilibrium geometry from OMol25. Energies are from the ωB97M-V functional and the def2-TZVPD basis.

Geometry as ORCA input:
```
! wB97M-V def2-TZVPD RIJCOSX def2/J DEFGRID3
* xyz 0 1
N 1.30 0.61 -0.14
C 0.01 0.66 0.00
N -0.40 -0.49 0.51
O -0.76 1.52 -0.45
H 1.80 1.28 -0.71
H 1.72 -0.31 -0.11
H 0.26 -1.12 0.93
H -1.37 -0.60 0.76
N -3.20 -4.45 0.83
C -2.49 -3.91 1.78
N -1.24 -3.95 1.48
O -2.94 -3.23 2.69
H -4.18 -4.22 0.85
H -2.80 -5.01 0.09
H -1.10 -4.69 0.80
H -0.48 -3.61 2.04
N -3.51 0.56 -2.67
C -2.85 1.13 -3.62
N -1.69 1.56 -3.14
O -3.20 1.16 -4.76
H -3.20 0.84 -1.74
H -4.42 0.20 -2.91
H -1.33 1.48 -2.20
H -0.98 1.91 -3.77
N 1.19 3.71 -2.35
C 2.26 3.76 -1.57
N 2.68 4.95 -1.34
O 2.68 2.73 -1.02
H 1.14 4.49 -2.99
H 0.78 2.79 -2.31
H 2.31 5.86 -1.57
H 3.53 4.93 -0.78
C -4.47 -0.30 1.25
O -4.37 -1.19 0.19
H -3.56 -0.38 1.85
H -4.56 0.70 0.84
H -5.33 -0.50 1.89
H -5.14 -1.06 -0.37
C 3.98 -0.21 -3.17
O 3.44 -1.25 -2.41
H 4.93 -0.41 -3.66
H 3.14 0.02 -3.82
H 4.26 0.65 -2.57
H 2.50 -1.17 -2.22
C -1.02 2.95 2.66
O -0.64 3.68 1.50
H -1.22 3.68 3.44
H -1.93 2.38 2.45
H -0.19 2.27 2.87
H -0.38 3.11 0.78
C -1.22 -1.41 5.08
O -1.85 -0.78 3.96
H -1.86 -1.80 5.87
H -0.61 -2.26 4.75
H -0.59 -0.59 5.40
H -2.17 -1.44 3.34
C -0.21 -1.71 -3.40
O 0.62 -1.45 -2.34
H -0.49 -2.76 -3.34
H -1.07 -1.05 -3.35
H 0.36 -1.47 -4.30
H 0.13 -1.49 -1.52
C 4.33 1.16 1.13
O 4.82 1.74 -0.07
H 4.15 0.08 1.09
H 5.21 1.21 1.78
H 3.46 1.64 1.57
H 4.08 2.10 -0.57
C 2.42 -1.93 2.03
O 1.50 -2.56 1.16
H 3.43 -1.97 1.62
H 2.20 -0.91 2.35
H 2.49 -2.54 2.93
H 1.89 -3.31 0.71
*
```

As for the strongest force on any atom: 5.0 eV/A. The SMILES is NC(N)=O.NC(N)=O.NC(N)=O.NC(N)=O.CO.CO.CO.CO.CO.CO.CO. Its energy above the lowest of the compared OMol25 structures with the same formula, charge and spin is 2.524 eV. The calculation puts the orbital gap at 9.4 eV. For the total energy, the calculation gives -46563.32549 eV.

Here is the molecule C2H6ClNO3S in a non-equilibrium geometry from OMol25. Energies are from the ωB97M-V functional and the def2-TZVPD basis.

Geometry as ORCA input:
```
! wB97M-V def2-TZVPD RIJCOSX def2/J DEFGRID3
* xyz 0 1
O -1.00 -0.51 -1.50
S -1.55 0.44 -0.51
O -2.35 1.65 -0.49
O -2.57 -0.55 0.42
C -0.02 0.85 0.28
C 0.84 -0.37 0.47
N 1.89 -0.48 -0.62
Cl 3.30 0.63 -0.37
H -2.43 -1.61 -0.12
H 0.42 1.66 -0.32
H -0.32 1.21 1.39
H -0.03 -1.22 0.52
H 1.41 -0.33 1.48
H 2.41 -1.37 -0.64
*
```

As for the strongest force on any atom: 5.7 eV/A. The SMILES is O=S(=O)(O)CCNCl. Its energy above the lowest of the compared OMol25 structures with the same formula, charge and spin is 3.333 eV. The calculation puts the orbital gap at 10.1 eV. For the total energy, the calculation gives -33157.63740 eV.

Here is a cluster of 6 separate species, C40H41F3N4O4S2 in total in a non-equilibrium geometry from OMol25. Energies are from the ωB97M-V functional and the def2-TZVPD basis.

Geometry as ORCA input:
```
! wB97M-V def2-TZVPD RIJCOSX def2/J DEFGRID3
* xyz 0 1
C -0.29 -4.06 -0.43
C -0.55 -2.95 -1.46
C -2.01 -2.41 -1.42
O -2.87 -3.27 -0.69
C -4.19 -3.04 -0.97
O -4.84 -3.94 -1.29
C -4.79 -1.63 -0.81
S -4.96 -0.71 -2.39
C -3.66 0.55 -2.24
N -4.03 1.67 -1.61
N -3.07 2.57 -1.47
C -1.90 2.24 -1.97
C -0.78 3.27 -1.76
F 0.08 3.25 -2.75
F -0.10 2.87 -0.68
F -1.22 4.47 -1.57
N -1.54 1.16 -2.63
N -2.49 0.25 -2.78
O 0.43 -1.91 -1.49
C 0.53 -1.18 -0.38
O -0.16 -1.23 0.58
C 1.65 -0.12 -0.41
S 3.15 -0.64 -1.33
H -0.89 -4.95 -0.63
H 0.77 -4.34 -0.55
H -0.43 -3.71 0.60
H -0.48 -3.45 -2.43
H -2.00 -1.38 -1.03
H -2.39 -2.38 -2.46
H -5.77 -1.69 -0.34
H -4.13 -1.07 -0.14
H 1.27 0.78 -0.91
H 1.91 0.16 0.61
H 3.16 0.12 -2.45
C -1.24 -5.00 4.99
C -2.08 -6.06 4.67
C -2.89 -5.99 3.54
C -2.86 -4.85 2.74
C -2.03 -3.79 3.06
C -1.22 -3.86 4.19
H -0.61 -5.06 5.86
H -2.10 -6.94 5.29
H -3.54 -6.82 3.29
H -3.49 -4.80 1.85
H -2.02 -2.91 2.44
H -0.57 -3.03 4.44
C 3.57 3.43 4.18
C 4.36 2.33 4.47
C 4.73 1.45 3.45
C 4.29 1.68 2.15
C 3.49 2.78 1.87
C 3.13 3.65 2.89
H 3.29 4.11 4.98
H 4.70 2.15 5.48
H 5.35 0.59 3.67
H 4.58 1.00 1.36
H 3.15 2.95 0.86
H 2.50 4.51 2.67
C -2.21 -6.69 -5.15
C -3.44 -6.95 -4.55
C -4.20 -5.91 -4.05
C -3.74 -4.60 -4.15
C -2.51 -4.34 -4.74
C -1.75 -5.39 -5.24
H -1.62 -7.51 -5.54
H -3.80 -7.97 -4.46
H -5.16 -6.11 -3.58
H -4.34 -3.78 -3.76
H -2.15 -3.32 -4.82
H -0.79 -5.19 -5.71
C -0.99 7.50 5.01
C -0.19 6.40 5.29
C 0.18 5.53 4.28
C -0.25 5.75 2.98
C -1.06 6.85 2.69
C -1.42 7.72 3.71
H -1.27 8.19 5.80
H 0.14 6.22 6.31
H 0.80 4.67 4.50
H 0.04 5.07 2.18
H -1.40 7.02 1.68
H -2.05 8.58 3.48
C 6.97 3.90 -2.95
C 6.09 4.55 -3.81
C 4.73 4.28 -3.76
C 4.25 3.35 -2.85
C 5.12 2.69 -2.00
C 6.48 2.97 -2.04
H 8.03 4.12 -2.99
H 6.48 5.27 -4.52
H 4.05 4.79 -4.43
H 3.18 3.14 -2.81
H 4.74 1.96 -1.29
H 7.16 2.45 -1.38
*
```

As for the strongest force on any atom: 3.6 eV/A. The SMILES is C[C@@H](COC(=O)CSc1nnc(C(F)(F)F)nn1)OC(=O)CS.c1ccccc1.c1ccccc1.c1ccccc1.c1ccccc1.c1ccccc1. The calculation puts the orbital gap at 7.2 eV. For the total energy, the calculation gives -86115.37145 eV.

Here is a structure of composition C21H14F3NO3S3Tc from OMol25. Energies are from the ωB97M-V functional and the def2-TZVPD basis.

Geometry as ORCA input:
```
! wB97M-V def2-TZVPD RIJCOSX def2/J DEFGRID3
* xyz 1 1
Tc -0.43 0.21 -0.17
O -2.60 -3.02 0.36
N -3.07 -2.02 0.35
O -1.90 -0.77 0.11
F -1.77 2.42 -1.24
C -1.07 2.21 -0.10
F -1.89 2.45 0.93
F -0.07 3.08 -0.07
O 0.85 -0.04 -1.41
C 2.22 -0.56 -1.56
C 2.17 -2.04 -1.26
C 1.90 -2.62 -0.05
C 1.95 -4.03 -0.10
C 2.29 -4.49 -1.34
S 2.52 -3.22 -2.45
C 3.15 0.15 -0.61
C 4.26 -0.36 -0.02
C 5.02 0.62 0.67
C 4.47 1.86 0.57
S 3.05 1.86 -0.37
C 2.58 -0.25 -2.99
C 3.81 0.07 -3.48
C 3.82 0.21 -4.89
C 2.59 0.00 -5.44
S 1.42 -0.37 -4.25
H 1.70 -2.05 0.85
H 1.77 -4.68 0.75
H 2.41 -5.51 -1.66
H 4.53 -1.41 -0.07
H 5.93 0.41 1.21
H 4.82 2.78 1.00
H 4.69 0.20 -2.85
H 4.70 0.47 -5.47
H 2.31 0.05 -6.47
C 0.34 0.35 1.35
C 0.84 0.43 2.67
C -0.07 0.62 3.72
C 0.41 0.72 5.01
C 1.78 0.62 5.25
C 2.68 0.42 4.21
C 2.21 0.33 2.91
H -1.13 0.71 3.51
H -0.27 0.88 5.83
H 2.15 0.70 6.26
H 3.73 0.35 4.41
H 2.89 0.18 2.08
*
```

As for the strongest force on any atom: 0.6 eV/A. Its energy above the lowest of the compared OMol25 structures with the same formula, charge and spin is 0.000 eV. The calculation puts the orbital gap at 6.4 eV. For the total energy, the calculation gives -72481.86340 eV.

Here is the molecule C3H5NO2 in a non-equilibrium geometry from OMol25. Energies are from the ωB97M-V functional and the def2-TZVPD basis.

Geometry as ORCA input:
```
! wB97M-V def2-TZVPD RIJCOSX def2/J DEFGRID3
* xyz 0 1
C 0.62 -1.53 0.95
C -0.50 -0.56 0.71
O -1.55 -0.60 1.30
N -0.37 0.32 -0.38
C 0.79 0.92 -0.85
O 0.78 1.67 -1.79
H 0.51 -2.01 1.91
H 0.60 -2.21 0.10
H 1.61 -1.08 0.95
H -1.16 0.49 -0.99
H 1.72 0.69 -0.30
*
```

As for the strongest force on any atom: 1.0 eV/A. The SMILES is CC(=O)NC=O. Its energy above the lowest of the compared OMol25 structures with the same formula, charge and spin is 0.315 eV. The calculation puts the orbital gap at 11.1 eV. For the total energy, the calculation gives -8777.38004 eV.

Here is the molecule C13H20N2O4S in a non-equilibrium geometry from OMol25. Energies are from the ωB97M-V functional and the def2-TZVPD basis.

Geometry as ORCA input:
```
! wB97M-V def2-TZVPD RIJCOSX def2/J DEFGRID3
* xyz 0 1
C -1.18 -4.33 2.32
O -0.21 -3.63 1.54
C -0.57 -2.35 1.07
C -0.34 -1.19 2.12
C 0.20 0.05 1.59
O -0.22 1.11 2.46
C 0.91 1.81 3.01
C -0.54 0.21 0.27
C -0.15 1.57 -0.37
C -0.67 1.53 -1.85
C -0.62 2.86 -2.47
O -1.56 3.66 -2.27
N 0.51 3.31 -3.10
C 1.58 2.41 -3.25
S 2.97 2.81 -3.93
N 1.39 1.08 -3.22
C 0.19 0.50 -2.65
O 0.69 -0.43 -1.73
C -0.29 -0.90 -0.78
C 0.31 -2.17 -0.15
H -2.21 -4.03 2.02
H -1.18 -4.02 3.38
H -0.93 -5.41 2.31
H -1.63 -2.31 0.85
H 0.39 -1.52 2.95
H -1.31 -1.08 2.46
H 1.25 -0.08 1.42
H 0.73 2.09 4.11
H 1.85 1.25 3.00
H 0.94 2.78 2.46
H -1.64 0.26 0.39
H -0.50 2.38 0.29
H 0.96 1.69 -0.38
H -1.72 1.15 -1.80
H 0.54 4.38 -3.28
H 2.21 0.56 -3.31
H -0.51 0.04 -3.36
H -1.24 -1.05 -1.39
H 1.38 -2.04 0.18
H 0.21 -2.93 -0.93
*
```

As for the strongest force on any atom: 4.5 eV/A. The SMILES is CO[C@H]1C[C@H](OC)[C@H]2C[C@H]3C(=O)NC(=S)N[C@H]3O[C@H]2C1. Its energy above the lowest of the compared OMol25 structures with the same formula, charge and spin is 3.764 eV. The calculation puts the orbital gap at 9.0 eV. For the total energy, the calculation gives -35808.92141 eV.

Here is a cluster of 2 separate species, C11H14N2 in total in a non-equilibrium geometry from OMol25. Energies are from the ωB97M-V functional and the def2-TZVPD basis.

Geometry as ORCA input:
```
! wB97M-V def2-TZVPD RIJCOSX def2/J DEFGRID3
* xyz -1 2
C -4.31 1.14 0.71
C -2.60 2.14 -2.24
C -3.43 1.85 -0.28
C -2.79 3.05 -0.26
N -3.32 1.31 -1.55
N -2.26 3.21 -1.51
H -2.43 2.01 -3.30
H -1.61 3.96 -1.71
H -2.78 3.78 0.52
H -3.89 0.26 1.16
H -5.23 0.92 0.18
H -4.62 1.85 1.49
C 2.75 -1.12 -1.65
C 2.67 -2.34 2.45
C 3.07 -1.05 2.10
C 1.95 -3.07 1.48
C 2.87 -0.57 0.82
C 1.94 -2.68 0.15
C 2.39 -1.42 -0.24
H 2.87 -2.63 3.48
H 3.63 -0.41 2.78
H 1.78 -4.11 1.69
H 3.05 0.48 0.61
H 1.81 -3.40 -0.65
H 2.72 -0.05 -1.92
H 2.03 -1.55 -2.35
H 3.72 -1.53 -1.95
*
```

As for the strongest force on any atom: 2.2 eV/A. As for the expectation value of S²: 0.75. Its energy above the lowest of the compared OMol25 structures with the same formula, charge and spin is 0.427 eV. The calculation puts the orbital gap (spin up / spin down) at 2.1 / 8.5 eV. For the total energy, the calculation gives -14612.58922 eV.

Question: Which of these has the lowest total energy?
Answer: C40H41F3N4O4S2